Record 1
{
  "formula": "C30H51Cl2LaN2OP",
  "method": "the ωB97M-V functional and the def2-TZVPD basis",
  "homo_lumo_gap_ev": 3.07,
  "total_charge": -1,
  "homo_energy_ev": -1.458,
  "multiplicity": 1,
  "lumo_energy_ev": 1.609,
  "species": ["P", "C", "C", "C", "C", "C", "C", "C", "C", "C", "C", "C", "C", "C", "C", "C", "C", "C", "C", "H", "H", "H", "H", "H", "H", "H", "H", "H", "H", "H", "H", "H", "H", "H", "H", "H", "H", "H", "H", "H", "H", "H", "H", "H", "H", "H", "H", "H", "H", "H", "H", "H", "La", "Cl", "Cl", "C", "H", "C", "C", "C", "C", "C", "C", "H", "H", "H", "H", "H", "C", "N", "C", "C", "O", "N", "C", "C", "H", "H", "H", "H", "H", "H", "H", "H", "H", "H", "H", "H"],
  "positions_angstrom": [[-1.342, -1.322, -2.530], [-1.737, 0.144, -3.598], [-2.105, -0.150, -5.058], [-2.264, 1.171, -5.829], [-3.246, 2.142, -5.165], [-2.913, 2.380, -3.687], [-2.756, 1.069, -2.912], [-2.831, -2.282, -1.984], [-3.730, -2.776, -3.114], [-4.770, -3.740, -2.519], [-5.573, -3.107, -1.380], [-4.677, -2.495, -0.295], [-3.619, -1.555, -0.876], [-0.294, -2.481, -3.481], [0.944, -1.707, -3.994], [2.126, -2.584, -4.445], [2.448, -3.700, -3.448], [1.213, -4.547, -3.146], [0.072, -3.685, -2.586], [-0.764, 0.680, -3.594], [-3.035, -0.739, -5.091], [-1.327, -0.757, -5.548], [-2.569, 0.957, -6.860], [-1.278, 1.654, -5.877], [-3.231, 3.096, -5.701], [-4.270, 1.758, -5.256], [-1.973, 2.943, -3.616], [-3.692, 2.987, -3.211], [-2.436, 1.270, -1.879], [-3.730, 0.555, -2.860], [-2.380, -3.172, -1.499], [-4.234, -4.617, -2.129], [-3.144, -3.296, -3.891], [-4.224, -1.918, -3.598], [-5.434, -4.095, -3.313], [-6.227, -3.860, -0.932], [-6.233, -2.329, -1.785], [-5.279, -1.953, 0.443], [-4.162, -3.301, 0.243], [-2.922, -1.225, -0.094], [-4.092, -0.654, -1.290], [-0.945, -2.805, -4.313], [0.663, -1.036, -4.821], [1.294, -1.049, -3.181], [1.906, -3.017, -5.433], [3.005, -1.939, -4.571], [2.809, -3.248, -2.512], [3.258, -4.332, -3.830], [1.459, -5.329, -2.419], [0.871, -5.047, -4.062], [-0.807, -4.325, -2.424], [0.361, -3.306, -1.594], [0.634, 0.204, 1.024], [-0.321, -2.273, 0.923], [1.565, 0.949, -1.336], [-1.413, 1.361, 0.754], [-1.445, 2.121, -0.051], [-2.480, 1.432, 1.675], [-2.747, 0.349, 2.607], [-3.732, 0.483, 3.570], [-4.509, 1.653, 3.644], [-4.292, 2.705, 2.731], [-3.305, 2.607, 1.762], [-2.143, -0.562, 2.521], [-3.900, -0.328, 4.280], [-4.905, 3.611, 2.793], [-3.103, 3.435, 1.072], [-5.275, 1.749, 4.411], [3.215, 2.765, 2.030], [3.596, 2.081, 3.256], [4.801, 2.540, 3.935], [2.846, 1.018, 3.575], [1.866, 0.765, 2.761], [2.981, 0.147, 4.584], [3.940, 0.143, 5.679], [2.032, -0.964, 4.596], [3.911, 3.584, 1.858], [2.199, 3.171, 2.096], [3.244, 2.092, 1.161], [4.595, 2.888, 4.958], [5.584, 1.765, 3.947], [5.182, 3.391, 3.364], [3.427, 0.306, 6.642], [4.420, -0.847, 5.718], [4.695, 0.912, 5.533], [0.997, -0.617, 4.727], [2.068, -1.543, 3.661], [2.287, -1.630, 5.424]]
}


Record 2
{
  "formula": "C30H51Cl2N2OPPt",
  "method": "the ωB97M-V functional and the def2-TZVPD basis",
  "homo_lumo_gap_ev": [6.72, 6.16],
  "total_charge": 0,
  "homo_energy_ev": [-6.113, -8.646],
  "multiplicity": 5,
  "lumo_energy_ev": [0.610, -2.488],
  "s_squared": 6.049,
  "e_above_lowest_kcal_mol": 0.0,
  "species": ["P", "C", "C", "C", "C", "C", "C", "C", "C", "C", "C", "C", "C", "C", "C", "C", "C", "C", "C", "H", "H", "H", "H", "H", "H", "H", "H", "H", "H", "H", "H", "H", "H", "H", "H", "H", "H", "H", "H", "H", "H", "H", "H", "H", "H", "H", "H", "H", "H", "H", "H", "H", "Pt", "Cl", "Cl", "C", "H", "C", "C", "C", "C", "C", "C", "H", "H", "H", "H", "H", "C", "N", "C", "C", "O", "N", "C", "C", "H", "H", "H", "H", "H", "H", "H", "H", "H", "H", "H", "H"],
  "positions_angstrom": [[-0.119, 0.734, -2.437], [-1.729, 0.225, -3.222], [-2.213, 1.072, -4.403], [-3.664, 0.699, -4.713], [-3.843, -0.806, -4.940], [-3.272, -1.656, -3.798], [-1.818, -1.280, -3.490], [1.286, 0.115, -3.463], [1.175, 0.503, -4.933], [2.485, 0.153, -5.637], [2.863, -1.321, -5.451], [2.856, -1.760, -3.981], [1.540, -1.385, -3.296], [-0.070, 2.585, -2.501], [-1.192, 3.208, -1.662], [-1.177, 4.735, -1.774], [0.181, 5.336, -1.405], [1.330, 4.668, -2.163], [1.289, 3.141, -2.059], [-2.423, 0.419, -2.386], [-1.580, 0.917, -5.288], [-2.159, 2.144, -4.168], [-4.015, 1.255, -5.589], [-4.289, 1.006, -3.864], [-4.905, -1.040, -5.079], [-3.331, -1.085, -5.871], [-3.870, -1.505, -2.887], [-3.330, -2.720, -4.054], [-1.455, -1.840, -2.616], [-1.181, -1.555, -4.344], [2.155, 0.628, -3.017], [3.284, 0.780, -5.222], [0.953, 1.574, -5.051], [0.343, -0.048, -5.397], [2.403, 0.390, -6.702], [3.849, -1.513, -5.887], [2.145, -1.943, -6.001], [3.013, -2.842, -3.897], [3.679, -1.271, -3.440], [1.561, -1.643, -2.229], [0.712, -1.955, -3.739], [-0.226, 2.855, -3.563], [-2.179, 2.825, -1.958], [-1.068, 2.901, -0.614], [-1.415, 5.003, -2.810], [-1.969, 5.154, -1.144], [0.346, 5.214, -0.327], [0.178, 6.411, -1.613], [2.296, 5.027, -1.793], [1.269, 4.941, -3.223], [2.108, 2.710, -2.649], [1.475, 2.831, -1.022], [0.085, 0.000, -0.293], [2.383, 0.460, -0.326], [-2.199, 0.482, 0.004], [-0.472, -1.916, -0.390], [-1.568, -2.065, -0.401], [0.295, -3.102, -0.242], [1.719, -3.049, -0.145], [2.466, -4.225, -0.150], [1.834, -5.476, -0.208], [0.423, -5.546, -0.250], [-0.339, -4.394, -0.261], [2.204, -2.068, -0.092], [3.554, -4.171, -0.101], [-0.064, -6.520, -0.269], [-1.436, -4.418, -0.294], [2.426, -6.397, -0.205], [2.331, -0.182, 3.128], [1.248, -0.103, 4.083], [1.593, -0.127, 5.487], [0.001, -0.073, 3.536], [-0.073, -0.154, 2.286], [-1.193, 0.048, 4.201], [-1.471, 0.065, 5.625], [-2.330, 0.114, 3.312], [3.271, -0.240, 3.680], [2.337, 0.699, 2.473], [2.219, -1.062, 2.482], [1.262, 0.787, 5.998], [1.153, -0.999, 5.991], [2.681, -0.194, 5.561], [-1.997, 0.995, 5.902], [-2.112, -0.790, 5.900], [-0.552, 0.005, 6.196], [-2.260, 0.998, 2.666], [-2.351, -0.757, 2.646], [-3.262, 0.161, 3.888]]
}


Record 3
{
  "formula": "C30H51N5O2",
  "method": "the ωB97M-V functional and the def2-TZVPD basis",
  "homo_lumo_gap_ev": [8.49, 7.40],
  "total_charge": 0,
  "homo_energy_ev": [-7.848, -7.848],
  "multiplicity": 3,
  "lumo_energy_ev": [0.638, -0.443],
  "s_squared": 2.011,
  "species": ["C", "C", "C", "C", "C", "C", "N", "O", "C", "C", "C", "H", "H", "H", "H", "H", "H", "H", "H", "H", "H", "H", "H", "H", "H", "H", "H", "H", "H", "C", "C", "C", "C", "C", "C", "N", "O", "C", "C", "C", "H", "H", "H", "H", "H", "H", "H", "H", "H", "H", "H", "H", "H", "H", "H", "H", "H", "H", "N", "C", "C", "C", "C", "H", "H", "H", "H", "H", "N", "C", "C", "C", "C", "H", "H", "H", "H", "H", "N", "C", "C", "C", "C", "H", "H", "H", "H", "H"],
  "positions_angstrom": [[5.382, -2.326, 3.213], [4.472, -1.324, 3.950], [3.107, -1.850, 3.746], [1.941, -1.250, 4.594], [2.371, -1.409, 6.061], [3.792, -0.816, 6.322], [4.779, -1.314, 5.377], [6.144, -0.937, 5.694], [3.648, 0.735, 6.381], [4.039, -1.443, 7.728], [4.516, 0.015, 3.182], [6.453, -2.123, 3.195], [4.944, -2.549, 2.240], [5.296, -3.317, 3.659], [2.841, -1.735, 2.695], [3.007, -2.924, 3.905], [0.966, -1.716, 4.453], [1.785, -0.220, 4.271], [2.248, -2.462, 6.314], [1.574, -0.899, 6.603], [4.573, 1.293, 6.529], [3.312, 1.139, 5.426], [2.942, 1.155, 7.097], [5.011, -1.167, 8.139], [3.361, -1.082, 8.501], [4.012, -2.531, 7.773], [5.459, 0.524, 3.383], [3.705, 0.708, 3.408], [4.562, -0.031, 2.094], [-6.070, 3.778, -2.412], [-5.288, 2.432, -2.529], [-4.393, 2.536, -3.772], [-3.124, 3.450, -3.639], [-2.309, 2.932, -2.416], [-3.134, 2.854, -1.142], [-4.401, 2.070, -1.396], [-5.104, 1.634, -0.139], [-2.214, 2.170, -0.090], [-3.346, 4.274, -0.542], [-6.302, 1.277, -2.899], [-6.754, 3.900, -1.572], [-6.624, 4.033, -3.316], [-5.378, 4.617, -2.348], [-4.112, 1.587, -4.230], [-5.031, 2.947, -4.555], [-3.381, 4.490, -3.439], [-2.524, 3.314, -4.539], [-1.386, 3.507, -2.347], [-2.015, 1.929, -2.727], [-2.739, 2.068, 0.860], [-1.788, 1.206, -0.366], [-1.369, 2.784, 0.220], [-4.127, 4.282, 0.219], [-2.480, 4.650, 0.003], [-3.631, 4.968, -1.333], [-7.199, 1.333, -2.282], [-5.839, 0.318, -2.669], [-6.583, 1.276, -3.952], [1.820, -1.076, -1.508], [2.801, -0.411, -0.786], [2.447, 0.930, -0.663], [1.216, 1.075, -1.216], [0.812, -0.183, -1.712], [1.925, -1.941, -2.019], [3.669, -0.970, -0.470], [3.041, 1.688, -0.174], [0.668, 2.004, -1.176], [-0.057, -0.462, -2.291], [-3.131, -2.187, -3.331], [-2.833, -2.605, -4.589], [-2.190, -1.571, -5.190], [-2.075, -0.489, -4.310], [-2.602, -0.959, -3.134], [-3.681, -2.663, -2.630], [-3.230, -3.550, -4.931], [-1.858, -1.553, -6.218], [-1.656, 0.501, -4.417], [-2.728, -0.647, -2.108], [2.434, -3.243, -4.027], [1.075, -2.884, -3.965], [0.475, -3.781, -3.087], [1.409, -4.637, -2.569], [2.596, -4.310, -3.179], [3.124, -2.668, -4.489], [0.699, -2.124, -4.633], [-0.548, -3.782, -2.742], [1.214, -5.496, -1.945], [3.569, -4.769, -3.079]]
}


Record 4
{
  "formula": "C30H52BrCaN3P2S",
  "method": "the ωB97M-V functional and the def2-TZVPD basis",
  "homo_lumo_gap_ev": [5.19, 5.22],
  "total_charge": 2,
  "homo_energy_ev": [-12.679, -12.680],
  "multiplicity": 1,
  "lumo_energy_ev": [-7.493, -7.463],
  "e_above_lowest_kcal_mol": 49.8,
  "species": ["N", "C", "C", "C", "C", "C", "C", "Ca", "P", "C", "C", "C", "C", "C", "C", "C", "Br", "H", "H", "H", "H", "H", "H", "H", "H", "H", "H", "P", "C", "C", "H", "H", "H", "H", "H", "C", "C", "H", "H", "H", "H", "H", "C", "C", "H", "H", "H", "H", "H", "C", "C", "H", "H", "H", "H", "H", "C", "C", "H", "H", "H", "H", "H", "C", "C", "H", "H", "H", "H", "H", "C", "N", "C", "C", "S", "N", "C", "C", "H", "H", "H", "H", "H", "H", "H", "H", "H", "H", "H", "H"],
  "positions_angstrom": [[-4.663, 4.492, -2.875], [-4.255, 5.021, -1.720], [-2.966, 4.856, -1.208], [-2.028, 4.083, -1.935], [-2.471, 3.553, -3.177], [-3.785, 3.794, -3.610], [-0.684, 3.816, -1.401], [0.971, 2.902, 0.226], [4.249, 0.473, -0.534], [0.019, 2.708, -1.882], [-0.524, 1.366, -1.782], [0.092, 0.335, -2.523], [-0.281, -0.971, -2.300], [-1.259, -1.311, -1.333], [-2.052, -0.259, -0.806], [-1.653, 1.056, -0.978], [0.631, -1.101, 0.861], [-0.173, 4.670, -0.885], [0.912, 2.857, -2.503], [-2.719, 5.277, -0.225], [-1.842, 2.910, -3.786], [-5.001, 5.581, -1.142], [-4.154, 3.372, -4.547], [0.888, 0.552, -3.253], [-2.196, 1.846, -0.457], [0.300, -1.740, -2.811], [-2.925, -0.477, -0.194], [-1.647, -3.089, -1.090], [3.329, 2.037, -0.280], [4.261, 3.256, -0.346], [2.886, 1.943, 0.742], [2.567, 2.091, -1.098], [3.802, 4.149, 0.107], [5.201, 3.061, 0.193], [4.521, 3.509, -1.383], [3.287, -0.405, -1.822], [4.058, -1.615, -2.357], [3.073, 0.309, -2.632], [2.343, -0.708, -1.335], [3.526, -2.025, -3.223], [5.071, -1.351, -2.691], [4.142, -2.415, -1.611], [3.917, -0.691, 0.872], [5.136, -0.881, 1.773], [3.629, -1.668, 0.452], [3.034, -0.357, 1.444], [4.967, -1.727, 2.450], [6.040, -1.094, 1.187], [5.334, 0.003, 2.390], [-1.632, -3.477, 0.684], [-1.552, -4.972, 0.941], [-2.528, -3.039, 1.154], [-0.765, -2.931, 1.122], [-2.533, -5.441, 0.801], [-0.832, -5.468, 0.288], [-1.246, -5.153, 1.977], [-0.335, -3.931, -2.015], [-0.644, -4.178, -3.499], [-0.126, -4.861, -1.475], [0.580, -3.339, -1.897], [-1.526, -4.816, -3.617], [-0.800, -3.248, -4.056], [0.205, -4.696, -3.961], [-3.256, -3.639, -1.752], [-4.445, -3.458, -0.804], [-3.138, -4.706, -1.995], [-3.424, -3.127, -2.710], [-5.353, -3.278, -1.391], [-4.627, -4.354, -0.194], [-4.299, -2.614, -0.123], [-2.485, 1.069, 2.864], [-1.255, 0.905, 3.636], [-1.453, 0.680, 5.074], [-0.204, 1.729, 3.301], [-0.464, 3.198, 2.427], [1.017, 1.359, 3.734], [1.304, 0.002, 4.195], [2.181, 2.245, 3.768], [-3.230, 0.366, 3.250], [-2.283, 0.845, 1.808], [-2.895, 2.092, 2.930], [-1.628, -0.385, 5.264], [-0.566, 1.006, 5.625], [-2.329, 1.227, 5.442], [0.536, -0.695, 3.852], [2.260, -0.288, 3.742], [1.383, -0.006, 5.294], [2.953, 1.851, 3.088], [1.927, 3.274, 3.473], [2.599, 2.260, 4.795]]
}


Record 5
{
  "formula": "C30H52O14",
  "method": "the ωB97M-V functional and the def2-TZVPD basis",
  "homo_lumo_gap_ev": 8.93,
  "total_charge": 0,
  "homo_energy_ev": -9.865,
  "multiplicity": 1,
  "lumo_energy_ev": -0.931,
  "smiles": "CCCCCCC1=CC(=O)C(CC)=CC1=O.CCOC(=O)OC.CCOC(=O)OC.CCOC(=O)OC.CCOC(=O)OC",
  "e_above_lowest_kcal_mol": 0.0,
  "species": ["C", "C", "C", "C", "C", "C", "C", "C", "C", "O", "C", "C", "C", "C", "C", "O", "H", "H", "H", "H", "H", "H", "H", "H", "H", "H", "H", "H", "H", "H", "H", "H", "H", "H", "H", "H", "C", "C", "O", "C", "O", "O", "C", "H", "H", "H", "H", "H", "H", "H", "H", "C", "C", "O", "C", "O", "O", "C", "H", "H", "H", "H", "H", "H", "H", "H", "C", "C", "O", "C", "O", "O", "C", "H", "H", "H", "H", "H", "H", "H", "H", "C", "C", "O", "C", "O", "O", "C", "H", "H", "H", "H", "H", "H", "H", "H"],
  "positions_angstrom": [[-0.196, -2.075, 0.408], [1.124, -1.573, 1.032], [1.316, -0.064, 0.961], [1.484, 0.472, -0.470], [0.275, 1.169, -1.101], [-0.433, 2.227, -0.201], [-1.806, 1.767, 0.184], [-2.863, 1.792, -0.649], [-4.165, 1.284, -0.138], [-5.240, 1.786, -0.416], [-4.050, 0.117, 0.800], [-5.084, -0.969, 0.753], [-6.378, -0.596, 1.468], [-3.000, 0.102, 1.642], [-2.040, 1.236, 1.570], [-1.481, 1.713, 2.542], [-0.756, -1.261, -0.041], [-0.805, -2.557, 1.167], [-0.002, -2.840, -0.337], [1.969, -2.106, 0.604], [1.124, -1.844, 2.086], [2.226, 0.166, 1.513], [0.512, 0.415, 1.513], [1.700, -0.396, -1.095], [2.363, 1.102, -0.547], [-0.456, 0.450, -1.455], [0.647, 1.707, -1.970], [-0.500, 3.180, -0.714], [0.169, 2.387, 0.688], [-2.808, 2.173, -1.658], [-4.628, -1.859, 1.177], [-5.268, -1.200, -0.296], [-7.160, -1.301, 1.200], [-6.706, 0.399, 1.198], [-6.236, -0.679, 2.541], [-2.818, -0.694, 2.349], [0.087, 9.050, -0.773], [1.279, 8.213, -1.183], [0.893, 6.896, -1.607], [0.361, 6.820, -2.823], [0.210, 7.729, -3.595], [0.032, 5.547, -3.048], [-0.626, 5.324, -4.297], [-0.493, 8.535, -0.006], [0.419, 10.010, -0.377], [-0.572, 9.238, -1.619], [1.937, 8.054, -0.331], [1.861, 8.696, -1.968], [-0.038, 5.715, -5.124], [-1.614, 5.782, -4.290], [-0.729, 4.247, -4.402], [-4.064, 2.580, 4.170], [-2.951, 2.416, 5.185], [-3.110, 3.347, 6.272], [-4.055, 3.045, 7.153], [-4.751, 2.063, 7.149], [-4.087, 4.011, 8.074], [-5.106, 3.844, 9.061], [-4.114, 3.615, 3.826], [-3.905, 1.934, 3.317], [-5.032, 2.333, 4.605], [-1.993, 2.649, 4.735], [-2.898, 1.397, 5.569], [-5.032, 2.870, 9.539], [-6.090, 3.966, 8.612], [-4.947, 4.624, 9.801], [3.092, -8.970, -0.108], [1.770, -8.336, 0.268], [1.687, -6.969, -0.164], [1.457, -6.794, -1.463], [1.286, -7.660, -2.279], [1.445, -5.484, -1.706], [1.286, -5.145, -3.086], [3.922, -8.375, 0.276], [3.158, -9.976, 0.307], [3.202, -9.038, -1.189], [1.667, -8.297, 1.351], [0.925, -8.899, -0.127], [0.399, -5.610, -3.510], [2.170, -5.441, -3.648], [1.183, -4.065, -3.134], [7.397, -1.638, -4.981], [5.971, -1.520, -4.488], [5.260, -2.762, -4.593], [5.557, -3.670, -3.666], [6.321, -3.528, -2.749], [4.833, -4.762, -3.913], [5.086, -5.849, -3.020], [7.416, -2.026, -6.000], [7.882, -0.662, -4.968], [7.975, -2.316, -4.356], [5.415, -0.822, -5.111], [5.929, -1.157, -3.461], [4.961, -5.540, -1.984], [6.090, -6.241, -3.177], [4.358, -6.622, -3.254]]
}